Entry one
23
Properties=species:S:1:pos:R:3 method="wB97M-V/def2-TZVPD" orbital_gap_ha=0.369 total_charge=0
C 1.3648 -0.1084 0.4732
H 1.8387 1.1890 -2.8885
H -1.8130 -1.1499 2.3349
H 0.2770 1.0021 -3.7261
H -0.8955 2.5377 -2.3679
H -2.8721 -1.4528 -0.2482
C -0.8000 -1.1213 0.4611
H 1.6926 1.2509 2.1393
C -0.0283 0.0585 2.4081
C -0.9710 -0.7627 1.7843
H -1.8588 -2.9246 -0.0435
H -0.1492 0.3026 3.4549
H 0.2444 2.3634 -0.9801
C 0.7610 1.1591 -2.7554
C 0.4291 -0.8974 -0.1680
H 2.3435 0.0822 0.0628
C 0.1348 2.3613 -2.0667
C 1.1139 0.4396 1.7195
H 0.5921 -1.2629 -1.1634
C -1.8607 -1.8604 -0.2896
H -1.6463 -1.8652 -1.3641
H 0.4604 0.2376 -2.2640
H 0.6710 3.2725 -2.3547

---

Entry two
23
Properties=species:S:1:pos:R:3 method="wB97M-V/def2-TZVPD" orbital_gap_ha=0.364 total_charge=0
H -1.6132 0.0211 1.3053
C 1.5029 -0.0980 -1.2728
H -2.5008 1.6039 0.8893
H 1.0692 -1.9369 -2.3145
H 1.6342 2.6126 -0.5336
H -2.3636 -0.9490 -0.8707
H 3.1875 1.7332 0.0539
C 1.0167 -1.4633 -1.3483
C 2.0516 1.8743 0.1871
C -2.5593 0.4732 0.7925
C -2.6333 0.0849 -0.6285
H -3.4440 0.0439 1.2646
C 0.6198 -2.0042 -0.1431
C 1.5460 0.5445 -0.0958
H -1.9729 0.6190 -1.3566
C 0.8174 -1.3783 1.0408
H 0.0294 -2.9612 -0.0614
H -3.5715 0.2577 -1.2753
H 0.5906 -1.8965 2.0622
C 1.3717 -0.1515 1.1448
H 1.5982 0.3520 2.1107
H 1.8395 2.1854 1.1865
H 1.7840 0.4331 -2.1370

---

Going by the computed energies, the most stable comes first: entry one, entry two.